[1]
C3H6NP | wB97M-V/def2-TZVPD

As for the total energy: -513.95539 a.u. The frontier orbital gap comes out at 0.37282 Ha. Its SMILES is CPCC#N. As for the HOMO energy: -9.4 eV. The max |F| is 3.00 eV/Å. As for the energy above the lowest of the compared OMol25 structures with the same formula, charge and spin: 9.0 kcal/mol. The value obtained for the molecular weight is 87.06 g mol⁻¹. As for the net charge: 0. The LUMO energy is 0.73 eV.

```
11
Properties=species:S:1:pos:R:3:mulliken_charge:R:1
C 1.38567 -2.42324 -1.12620 0.194
C -0.21054 0.92637 0.16618 -0.997
C 0.19465 -1.80507 -0.57190 -0.417
N 2.16220 -3.08157 -1.67275 -0.382
P -0.34370 -0.06235 -1.35860 0.022
H -0.90511 0.85981 1.03859 0.337
H -0.43848 1.84417 -0.31409 0.314
H 0.79691 0.81910 0.53168 0.353
H -0.64492 -2.53097 -0.70127 0.302
H 0.51696 -1.53315 0.56531 0.216
H 0.85203 0.57146 -2.03307 0.058
```

---

[2]
C26H30AuF5N4O2S | wB97M-V/def2-TZVPD

As for the total energy: -2410.82804 a.u. The frontier orbital gap (spin up / spin down) comes out at 0.23422 / 0.11567 Ha. Its expectation value of S² is 2.041. As for the HOMO energy (spin up / spin down): -13.6 / -13.6 eV. The max |F| is 1.65 eV/Å. As for the energy above the lowest of the compared OMol25 structures with the same formula, charge and spin: 16.0 kcal/mol. The value obtained for the molecular weight is 754.58 g mol⁻¹. Its spin multiplicity is 3. As for the net charge: +2. The LUMO energy (spin up / spin down) is -7.22 / -10.47 eV.

```
69
Properties=species:S:1:pos:R:3:mulliken_charge:R:1
Au 0.04997 -0.57180 -1.76054 1.322
N 3.90815 1.54788 -1.75707 -0.018
C 4.59035 0.38844 -1.84544 -0.705
C 3.64439 -0.63864 -1.78375 -0.439
N 2.42389 -0.10858 -1.66877 0.393
C 2.58377 1.22498 -1.65641 -0.094
C 1.46111 2.07847 -1.54724 0.282
N 0.21554 1.57548 -1.52837 0.404
C -0.62431 2.61454 -1.42187 -0.545
C 0.11176 3.79128 -1.37709 -0.704
N 1.41497 3.43698 -1.45375 -0.100
H 4.32527 2.46799 -1.78249 0.208
H 5.66315 0.35126 -1.95384 0.437
H 3.81654 -1.70155 -1.81234 0.613
H -1.69312 2.47847 -1.37809 0.523
H -0.20614 4.81910 -1.30777 0.449
H 2.18862 4.08577 -1.44472 0.206
O 0.07498 -0.59291 0.70395 -0.515
S -0.15486 -1.57971 1.80882 0.413
C -0.71367 -0.52108 3.23866 -1.040
C -1.90859 0.26766 2.82728 0.166
C -1.76798 1.54444 2.28664 -0.064
C -2.88627 2.26841 1.90678 -0.716
C -4.15530 1.71882 2.04337 -0.585
C -4.30166 0.43772 2.55769 -0.622
C -3.18610 -0.28008 2.95406 -0.393
C 1.52733 -2.02854 2.42784 -1.295
C 2.35155 -0.84361 2.81823 -0.239
C 2.66374 -0.60092 4.15405 -0.180
C 3.50202 0.44843 4.49969 -0.741
C 4.00581 1.29257 3.52109 -0.591
C 3.68757 1.06725 2.18819 -0.646
C 2.86091 0.01163 1.83948 1.016
H 0.13304 0.11270 3.49678 0.406
H -0.93653 -1.23009 4.03674 0.656
H -0.77510 1.96516 2.17314 0.395
H -2.78031 3.27703 1.52569 0.505
H -5.03037 2.28698 1.75696 0.444
H -5.28522 -0.00054 2.66504 0.447
H -3.29983 -1.27194 3.37586 0.406
H 1.96179 -2.56651 1.58487 0.456
H 1.35742 -2.71850 3.25442 0.592
H 2.27544 -1.25560 4.92501 0.424
H 3.76924 0.60322 5.53624 0.409
H 4.62950 2.13119 3.79976 0.415
H 4.09076 1.72198 1.42319 0.319
H 2.58511 -0.16371 0.80831 0.122
C -3.07001 -2.27620 -0.37552 -0.717
C -3.52283 -1.46371 -1.55903 -0.598
O -2.52433 -0.54105 -2.01649 -0.112
C -2.97930 0.17583 -3.17046 -0.388
C -1.87807 0.40713 -4.18540 -1.053
H -3.93960 -2.78067 0.04498 0.484
H -2.62536 -1.64380 0.38309 -0.178
H -2.35909 -3.04355 -0.66735 0.203
H -4.41792 -0.88860 -1.29669 0.443
H -3.78666 -2.13867 -2.37947 0.421
H -3.39863 1.13245 -2.83595 0.291
H -3.78381 -0.38824 -3.64588 0.435
H -1.04296 0.96528 -3.75918 0.137
H -2.28381 0.99420 -5.00970 0.497
H -1.51191 -0.53844 -4.58618 0.241
F -1.11687 -2.96164 -2.79637 -0.267
C 0.04445 -2.60769 -2.21179 0.012
F 0.16481 -3.36416 -1.09299 -0.221
C 1.18896 -3.01787 -3.16558 0.889
F 0.91232 -4.11104 -3.84894 -0.233
F 2.31125 -3.22780 -2.44726 -0.251
F 1.45108 -2.02326 -4.03614 -0.227
```

---

[3]
C6H13N | wB97M-V/def2-TZVPD

As for the total energy: -291.11463 a.u. The frontier orbital gap comes out at 0.35046 Ha. Its SMILES is C[C@H]1CCCN1C. As for the HOMO energy: -8.3 eV. The max |F| is 4.24 eV/Å. As for the energy above the lowest of the compared OMol25 structures with the same formula, charge and spin: 27.7 kcal/mol. The value obtained for the molecular weight is 99.18 g mol⁻¹. As for the net charge: 0. The LUMO energy is 1.22 eV.

```
20
Properties=species:S:1:pos:R:3:mulliken_charge:R:1
C 1.86414 0.53084 0.61891 -0.945
N 0.52263 0.52339 0.09307 0.029
C 0.50068 0.76196 -1.35371 -0.765
C -0.79935 -0.12454 -1.80429 -0.565
C -1.51529 -0.17947 -0.48068 -0.749
C -0.33639 -0.57245 0.40731 0.426
C -0.60698 -0.58794 1.89611 -1.520
H 2.38023 1.52137 0.45489 0.282
H 2.58393 -0.16985 0.13555 0.329
H 1.65996 0.37432 1.68798 0.317
H 0.38011 1.83019 -1.47016 0.343
H 1.44408 0.51091 -1.91885 0.294
H -0.42101 -1.09588 -2.14367 0.324
H -1.27981 0.51342 -2.51032 0.328
H -1.99093 0.61518 0.03934 0.358
H -2.29807 -0.95728 -0.63446 0.322
H -0.04733 -1.56600 0.07604 0.103
H -0.87875 0.38388 2.26853 0.391
H 0.29158 -0.91139 2.47926 0.379
H -1.45341 -1.40066 2.15917 0.320
```

---

[4]
H80O40 | wB97M-V/def2-TZVPD

As for the total energy: -3057.15896 a.u. The frontier orbital gap comes out at 0.35485 Ha. As for the HOMO energy: -10.4 eV. The max |F| is 11.43 eV/Å. As for the energy above the lowest of the compared OMol25 structures with the same formula, charge and spin: 375.5 kcal/mol. The value obtained for the molecular weight is 720.60 g mol⁻¹. As for the net charge: 0. The LUMO energy is -0.78 eV.

```
120
Properties=species:S:1:pos:R:3:mulliken_charge:R:1
H 2.56815 0.20769 1.42800 0.379
H 3.02332 -0.45619 0.37058 -0.310
O 2.16897 -0.15496 0.68647 -0.363
H -0.92949 -3.91756 4.19409 0.218
H -0.42541 -3.55475 5.38122 0.315
O -1.16455 -3.28557 4.79490 -0.584
H 1.05748 3.46055 5.69251 0.315
H 0.06258 2.28564 6.03437 0.403
O 0.19068 3.08604 5.43012 -0.620
H 5.06297 2.27591 -2.08876 0.242
H 5.28166 3.37132 -3.01979 0.276
O 4.56721 2.79759 -2.56328 -0.502
H -2.16189 0.80889 -4.96845 0.281
H -3.02673 2.02090 -5.09431 0.375
O -2.20882 1.62396 -5.52798 -0.708
H -0.74019 2.53268 -4.79638 0.475
O -0.31830 3.32800 -5.08592 -0.689
H 1.43521 2.87566 -4.70989 0.271
O 2.03122 2.11129 -4.45165 -0.666
H 2.34496 -6.41511 0.91189 0.293
H 3.20889 -5.03301 1.27780 0.313
O 2.59514 -5.67729 1.53289 -0.657
H 2.72094 2.10085 0.02650 0.242
H 2.34820 2.63480 1.42310 0.383
O 2.10763 2.72468 0.48786 -0.721
H 0.13082 2.66027 -1.90545 0.259
H -0.70930 2.29197 -0.79506 0.244
O -0.79832 2.54699 -1.76262 -0.720
H -4.29215 -3.72505 1.58446 0.321
H -4.59605 -2.35464 1.05835 0.258
O -3.97849 -3.03943 0.78659 -0.581
H 1.05222 3.54292 2.92125 0.183
O 1.61728 3.18928 3.45750 -0.703
H 5.50541 -0.79614 -3.44021 0.333
H 5.77859 -2.30515 -3.41210 0.251
O 6.05734 -1.57233 -3.11245 -0.605
H 1.67453 1.21235 -2.41066 0.043
H 0.88794 -0.14521 -2.37412 0.106
O 1.49765 0.33444 -2.65436 -0.332
H -2.53165 -4.59213 3.06134 0.272
H -3.18313 -3.66824 3.95348 0.380
O -3.42246 -4.33497 3.19087 -0.629
H 1.57568 -2.93886 3.99530 0.282
H 1.85251 -4.35741 3.57819 0.220
O 1.25671 -3.79289 4.01658 -0.493
H 2.34710 -2.91696 -3.09968 0.205
H 3.19132 -2.45238 -4.12374 0.313
O 3.26076 -2.94806 -3.38110 -0.523
H 6.23124 0.73973 0.54293 0.230
H 4.91477 0.05674 -0.05211 0.294
O 5.31128 0.80791 0.27441 -0.545
H 4.34004 -1.69672 -1.37171 0.406
O 4.29577 -2.03414 -0.39327 -0.688
H -4.82905 -0.50508 4.59246 0.250
H -4.17503 0.35879 3.46496 0.390
O -4.64242 0.33976 4.20096 -0.557
H -2.41157 0.21436 1.41420 0.080
O -2.76586 0.17991 2.25827 -0.346
H -4.09933 1.71811 -0.15330 0.367
H -5.44828 0.96542 -0.22389 0.233
O -4.86765 1.58565 -0.60823 -0.661
H 3.92678 3.54295 0.19122 0.280
H 4.81707 4.18015 -0.81719 0.334
O 4.25118 4.39749 -0.00715 -0.642
H 0.82870 -4.09231 -0.86849 0.307
H 0.31748 -5.17062 -1.55227 0.250
O 0.57929 -5.04067 -0.71406 -0.506
H -2.21118 -1.11398 -3.56666 0.169
H -3.33879 -0.90017 -2.71911 0.359
O -2.81381 -1.59334 -2.99963 -0.500
H 0.19223 2.20705 0.96524 -0.153
H 0.81608 0.92197 0.61301 0.392
O 0.01504 1.35117 0.91077 0.339
H -2.56596 1.40926 6.06511 0.344
H -1.55097 0.21893 6.33360 0.218
O -1.61281 1.10529 6.01649 -0.535
H -4.60822 -2.61996 -2.21321 0.313
H -5.65650 -2.76445 -1.12673 0.299
O -5.62053 -2.49488 -1.95316 -0.594
H -2.21471 2.75171 4.83503 0.366
H -3.57296 2.39696 4.68767 0.267
O -3.17119 3.06751 5.09632 -0.694
H -2.55293 -2.59520 -5.85444 0.306
H -1.17577 -2.83104 -5.74017 0.285
O -1.74825 -2.09135 -5.72424 -0.577
H 3.06055 0.65343 -4.53280 0.407
H 2.68648 -0.38387 -3.47296 0.472
O 3.40152 -0.25028 -4.19645 -0.683
H -2.38875 1.52131 -2.59315 0.337
O -3.14791 1.02990 -2.73116 -0.780
H 0.50647 -3.56123 1.21753 0.246
H 1.77974 -4.25546 1.18717 0.331
O 1.37126 -3.49301 0.93985 -0.537
H 4.13896 -3.01770 -0.49614 0.218
H -0.75355 3.86976 -5.77150 0.251
H -1.97497 0.14662 2.79403 0.267
H 2.78631 2.47710 -4.09620 0.304
H 1.29158 2.29931 4.00385 0.264
H -3.58043 1.28369 -1.95097 0.390
O 1.04222 0.52151 5.85150 -0.599
H 1.75907 -0.14808 5.98408 0.330
H 1.32744 0.84065 4.95039 0.286
O -1.96459 -0.43035 -0.72570 -0.211
H -2.26849 -1.39813 -0.48316 0.156
H -2.30168 -0.16543 -1.55694 0.169
O -2.79987 -5.21025 -2.21506 -0.616
H -2.93532 -4.35621 -2.31140 0.301
H -2.06935 -5.39939 -1.50505 0.299
O -4.73861 4.09803 -1.05560 -0.650
H -3.90459 4.40380 -0.99539 0.301
H -4.57693 3.11412 -1.23028 0.326
O -0.72045 4.47678 0.14770 -0.661
H -0.59882 5.40860 -0.08780 0.274
H -0.23359 4.04780 -0.58960 0.637
O 0.67243 -0.64411 2.87816 -0.076
H 0.31335 -1.43872 2.73829 0.128
H 0.79621 -0.48589 1.85028 0.083
O 1.23976 5.20377 -0.98657 -0.693
H 2.26163 4.99397 -1.09302 0.296
H 1.36556 5.68467 -0.16778 0.308
```